Entry 1:
The molecule C4H6FNOS in a non-equilibrium geometry. Source: OMol25; level of theory: ωB97M-V/def2-TZVPD.

Each line ends with the Löwdin charge.
Atoms and positions in Å:
O  -2.633  -0.406  -0.494  0.101
C  -1.500  -0.060  -0.363  -0.574
C  -0.465  -1.009  -0.013  -0.076
C  1.027  -0.749  0.004  -0.395
F  1.620  -0.959  -1.204  0.009
C  1.271  0.730  0.471  -0.386
S  0.362  1.813  -0.645  0.920
N  -1.182  1.288  -0.225  -0.260
H  -0.690  -1.400  0.959  0.137
H  -0.563  -1.804  -0.785  0.157
H  1.414  -1.377  0.766  0.128
H  2.262  1.124  0.367  0.059
H  0.994  0.900  1.539  0.105
H  -1.917  1.910  -0.378  0.075

Calculated values
Kohn-Sham gap	9.37	eV
structure (SMILES)	O=C1C[C@@H](F)CSN1
ΔE to the lowest compared entry with this formula, charge and spin	0.778	eV
strongest force on any atom	0.0687	Eh/bohr
DFT total energy	-784.05148	a.u.

---

Entry 2:
A structure of composition C4H6FNS in a non-equilibrium geometry. Source: OMol25; level of theory: ωB97M-V/def2-TZVPD.

Each line ends with the Löwdin charge.
Atoms and positions in Å:
C  1.494  -0.819  0.305  -0.139
C  -0.048  -0.365  0.156  -0.898
C  -1.555  1.242  0.116  -0.193
C  -0.191  1.968  -0.449  -0.007
H  1.708  -1.903  -0.268  0.138
H  1.826  -0.868  1.602  0.188
H  -1.965  1.870  0.910  0.103
H  -2.101  0.472  -0.446  0.025
H  0.251  3.109  -0.309  0.154
H  -0.025  1.316  -1.441  0.130
N  -0.299  0.865  0.690  -0.124
F  2.406  0.236  -0.267  -0.170
S  -1.090  -1.521  -0.202  0.794

Calculated values
Kohn-Sham gap	8.74	eV
ΔE to the lowest compared entry with this formula, charge and spin	4.916	eV
strongest force on any atom	0.1075	Eh/bohr
DFT total energy	-708.64127	a.u.

---

Entry 3:
A cluster of 2 separate species, C4H6FO2Si in total in a non-equilibrium geometry. Source: OMol25; level of theory: ωB97M-V/def2-TZVPD.

Each line ends with the Löwdin charge.
Atoms and positions in Å:
C  -1.311  -1.716  -3.155  -0.449
C  0.793  1.028  -1.333  -0.273
C  0.584  1.928  -0.168  -0.429
C  -0.268  0.731  -0.316  -0.445
O  -1.033  -0.887  -3.890  0.213
O  -1.697  -2.581  -2.514  0.198
F  0.033  3.160  -0.658  -0.139
Si  -1.143  -0.470  0.755  0.431
H  0.519  1.390  -2.365  0.073
H  1.830  0.514  -1.317  0.080
H  1.326  2.202  0.593  0.109
H  -0.712  -1.977  0.931  -0.120
H  -2.561  -0.728  0.397  -0.130
H  -0.839  -0.107  2.153  -0.121

Calculated values
Kohn-Sham gap	5.30	eV
net charge	-1
ΔE to the lowest compared entry with this formula, charge and spin	1.188	eV
strongest force on any atom	0.0405	Eh/bohr
DFT total energy	-695.79979	a.u.

---

Entry 4:
The ion C4H6FO4P with charge -2 in a non-equilibrium geometry. Source: OMol25; level of theory: ωB97M-V/def2-TZVPD.

Each line ends with the Löwdin charge.
Atoms and positions in Å:
O  0.349  1.462  2.142  -0.499
P  -0.113  -0.015  2.425  0.100
O  -1.542  -0.237  2.904  -0.486
O  0.964  -0.673  3.247  -0.488
C  -0.137  -0.816  0.626  -0.309
C  -1.181  -0.283  -0.208  -0.242
O  -0.631  0.590  -1.241  -0.142
C  0.737  0.823  -0.826  -0.143
C  1.184  -0.534  -0.083  -0.245
F  1.507  -1.551  -1.026  -0.096
H  -0.237  -1.882  0.632  0.101
H  -1.709  -0.996  -0.749  0.085
H  -1.812  0.223  0.506  0.092
H  0.797  1.578  -0.152  0.048
H  1.382  1.135  -1.597  0.083
H  2.062  -0.462  0.616  0.142

Calculated values
Kohn-Sham gap	5.77	eV
structure (SMILES)	O=P([O-])([O-])[C@H]1COC[C@@H]1F
net charge	-2
strongest force on any atom	0.0714	Eh/bohr
DFT total energy	-898.22948	a.u.

---

Entry 5:
A cluster of 2 separate species, C4H6I2O in total in a non-equilibrium geometry. Source: OMol25; level of theory: ωB97M-V/def2-TZVPD.

Each line ends with the Löwdin charge.
Atoms and positions in Å:
C  0.637  0.006  -1.489  -0.589
C  -0.692  1.342  1.067  -0.544
C  1.609  -1.091  -1.543  -0.307
C  -1.493  0.270  1.663  -0.509
O  -0.796  -0.940  1.757  -0.091
I  1.182  1.725  -2.510  0.761
I  -1.735  3.074  0.656  0.795
H  1.479  -1.742  -0.678  0.063
H  1.279  -1.666  -2.419  0.084
H  2.663  -0.843  -1.693  0.060
H  -1.732  0.608  2.690  0.115
H  -2.462  0.081  1.172  0.110
H  0.062  -0.823  1.326  0.053

Calculated values
Kohn-Sham gap (spin up / spin down)	4.75 / 5.16	eV
ΔE to the lowest compared entry with this formula, charge and spin	3.588	eV
strongest force on any atom	0.0337	Eh/bohr
DFT total energy	-826.32093	a.u.
multiplicity	3

---

Entry 6:
A structure of composition C4H6IMnN2O3S in a non-equilibrium geometry. Source: OMol25; level of theory: ωB97M-V/def2-TZVPD.

Each line ends with the Löwdin charge.
Atoms and positions in Å:
N  0.370  -2.169  0.271  0.017
N  0.793  -1.035  -0.470  -0.148
C  0.270  0.188  0.070  -0.669
S  1.344  0.640  1.576  0.779
C  -1.156  0.092  0.642  -0.176
C  -2.292  -0.239  -0.354  -0.805
O  -3.378  0.137  -0.071  0.008
I  -2.084  -1.362  -2.168  0.910
C  0.449  1.354  -0.961  -0.585
O  -0.073  1.351  -2.026  0.114
O  1.273  2.366  -0.592  -0.302
H  0.566  -2.978  -0.309  0.090
H  0.969  -2.262  1.094  0.079
H  1.799  -0.991  -0.584  0.117
H  2.590  0.210  1.249  -0.107
H  -1.399  1.085  1.051  0.121
H  -1.126  -0.585  1.500  0.116
Mn  1.082  4.200  0.080  1.440

Calculated values
Kohn-Sham gap (spin up / spin down)	3.64 / 3.64	eV
net charge	+1
strongest force on any atom	0.0622	Eh/bohr
DFT total energy	-2337.74192	a.u.
multiplicity	6